Formula: H10O5
Source: OMol25
Level of theory: ωB97M-V/def2-TZVPD

Geometry as XYZ:
```
15
Properties=species:S:1:pos:R:3:forces:R:3:mulliken_charge:R:1
O -0.197 0.754 -3.238 -0.2 0.0 -0.5 -0.652
H -0.394 0.758 -2.302 0.5 0.4 0.8 0.367
H -0.636 1.534 -3.579 -0.1 0.2 -0.2 0.320
O 1.753 -0.517 1.971 0.2 -0.1 -0.3 -0.631
H 1.262 0.100 2.512 -0.4 0.4 0.4 0.374
H 1.915 -1.265 2.546 0.1 -0.2 0.0 0.291
O -0.893 -1.627 -2.102 -0.4 -0.9 0.5 -0.723
H 0.049 -1.728 -2.242 0.2 0.0 -0.3 0.335
H -1.108 -0.789 -2.509 0.0 0.0 -0.5 0.357
O -0.389 1.121 3.146 0.3 0.1 0.0 -0.673
H -0.886 0.699 3.847 -0.1 -0.1 0.2 0.323
H -1.022 1.238 2.438 -0.2 0.1 -0.3 0.333
O 0.153 0.180 -0.441 -0.2 0.6 0.1 -0.648
H -0.136 -0.732 -0.482 -0.3 -0.4 -0.1 0.369
H 0.529 0.273 0.434 0.4 0.0 0.2 0.260
```
Forces are in eV/Å.

Its net charge is 0. The value obtained for the energy above the lowest of the compared OMol25 structures with the same formula, charge and spin is 86.3 kJ/mol. As for the SMILES: O.O.O.O.O. The calculation puts the energy at -382.19131 Ha. The HOMO-LUMO gap is 0.4313 Eh. The HOMO energy comes out at -11.30 eV.

=====

Formula: H10O5
Source: OMol25
Level of theory: ωB97M-V/def2-TZVPD

Geometry as XYZ:
```
15
Properties=species:S:1:pos:R:3:forces:R:3:mulliken_charge:R:1
O 0.630 0.581 0.482 -0.9 1.9 1.1 -0.572
H 0.506 1.405 -0.023 0.1 -0.6 0.3 0.291
H 1.060 -0.016 -0.082 1.0 -0.7 -1.2 0.415
O 0.825 2.386 -3.778 0.0 1.1 1.4 -0.619
H 0.697 2.592 -2.827 0.2 0.3 -0.9 0.310
H 0.679 1.457 -3.752 -0.2 -1.4 -0.5 0.309
O -2.441 0.906 4.247 1.6 -0.4 -0.1 -0.625
H -3.330 1.179 4.303 -1.7 0.4 0.1 0.310
H -1.989 1.636 3.815 0.1 0.0 0.0 0.316
O -0.492 -2.029 0.294 1.7 2.2 -2.3 -0.575
H -0.939 -2.556 0.872 -1.9 -2.3 2.5 0.266
H 0.184 -1.581 0.810 -0.4 -0.1 0.3 0.306
O 1.680 -2.285 -1.257 -0.4 2.4 1.2 -0.567
H 1.624 -2.287 -2.221 -0.2 0.5 0.2 0.287
H 1.307 -1.388 -0.883 1.0 -3.3 -2.0 0.148
```
Forces are in eV/Å.

Its net charge is 0. The value obtained for the energy above the lowest of the compared OMol25 structures with the same formula, charge and spin is 228.1 kJ/mol. As for the SMILES: O.O.O.O.O. The calculation puts the energy at -382.13731 Ha. The HOMO-LUMO gap is 0.4033 Eh. The HOMO energy comes out at -11.06 eV.

=====

Formula: H10O5
Source: OMol25
Level of theory: ωB97M-V/def2-TZVPD

Geometry as XYZ:
```
15
Properties=species:S:1:pos:R:3:forces:R:3:mulliken_charge:R:1
O 0.398 -0.505 -0.184 -1.9 5.0 0.8 -0.800
H -0.184 -0.764 -0.915 0.1 -0.1 -0.1 0.395
H 0.039 0.588 -0.016 2.0 -4.8 -0.5 0.357
O -1.789 -1.363 -1.577 -0.3 -0.8 0.4 -0.692
H -1.828 -1.942 -0.784 0.0 0.4 -0.8 0.331
H -1.991 -1.936 -2.332 0.1 0.2 0.3 0.313
O -2.178 -0.084 2.310 -0.6 -2.4 -1.4 -0.624
H -2.323 -1.084 2.049 0.5 3.2 0.6 0.316
H -2.317 0.439 1.488 0.1 -0.8 0.8 0.310
O 1.196 2.379 0.442 1.8 -0.5 -2.6 -0.713
H 1.993 2.176 -0.241 -2.9 0.7 2.3 0.380
H 0.517 2.890 -0.049 0.9 -0.3 0.2 0.334
O 3.130 -0.155 -0.349 3.6 2.1 -6.0 -0.542
H 3.095 -0.352 0.489 2.0 -1.6 8.1 0.293
H 2.243 -0.287 -0.332 -5.5 -0.4 -2.2 0.340
```
Forces are in eV/Å.

Its net charge is 0. The value obtained for the energy above the lowest of the compared OMol25 structures with the same formula, charge and spin is 275.5 kJ/mol. As for the SMILES: O.O.O.O.O. The calculation puts the energy at -382.11925 Ha. The HOMO-LUMO gap is 0.4110 Eh. The HOMO energy comes out at -11.10 eV.